[1]
Here is C22H30ClN3O6PS2 as an isolated structure in a non-equilibrium geometry from the Open Molecules 2025 dataset. Energies are from ωB97M-V with the def2-TZVPD basis set.

Element x y z (Å)
C 4.901 0.141 1.080
C 3.647 -0.023 0.417
C 2.250 -0.310 -0.371
O 2.088 -1.349 -1.367
C 3.319 -1.960 -1.852
C 3.750 -3.358 -1.039
C 4.947 -3.134 0.057
O 2.565 -4.090 -0.509
N 1.090 -0.094 0.629
C 1.156 -1.335 1.435
C -0.282 -2.154 1.190
O -0.246 -3.347 0.532
C -1.759 -1.619 1.636
C -2.304 -1.356 3.158
C -3.862 -0.837 3.375
C -4.952 -0.597 2.162
C -4.404 -0.862 0.624
C -2.854 -1.353 0.403
C 1.369 1.263 1.138
N 1.237 1.969 2.294
C 0.592 1.282 3.471
C 0.889 1.620 4.894
P 1.748 3.678 2.572
S 0.286 4.879 3.025
N 1.958 2.047 -0.055
Cl 0.680 3.061 -0.725
C 2.057 1.067 -1.244
O 0.707 1.201 -1.825
C 3.112 1.461 -2.430
C 2.454 2.446 -3.611
O 2.813 3.724 -3.799
H 5.863 0.462 1.703
H 4.237 -1.247 -1.990
H 3.071 -2.351 -2.955
H 4.202 -4.081 -1.875
H 4.465 -2.674 1.030
H 5.836 -2.470 -0.352
H 5.348 -4.214 0.370
H 2.918 -4.693 0.227
H 1.263 -1.240 2.592
H 1.985 -2.131 1.109
H -1.545 -1.539 4.042
H -4.209 -0.626 4.473
H -6.063 -0.258 2.319
H -5.091 -0.745 -0.332
H -2.515 -1.565 -0.709
H -0.142 0.397 3.252
H 1.171 2.683 5.308
H 0.913 0.730 5.689
H 2.578 4.185 1.474
H 2.636 3.649 3.742
H 0.607 0.487 -2.525
H 3.581 0.561 -3.011
H 3.980 2.119 -1.946
H 1.590 1.979 -4.269
C -7.699 1.570 -2.723
S -6.864 0.045 -3.221
O -6.306 -0.589 -1.981
C -5.493 0.855 -4.080
H -8.579 1.306 -2.132
H -7.028 2.184 -2.119
H -8.014 2.121 -3.613
H -4.958 1.514 -3.392
H -5.880 1.430 -4.925
H -4.811 0.086 -4.449

Results
Net charge ... +1

[2]
Here is the molecule C3H6N2S2 in a non-equilibrium geometry from the Open Molecules 2025 dataset. Energies are from ωB97M-V with the def2-TZVPD basis set.

Element x y z (Å)
C 0.938 -0.453 0.366
C -0.599 0.153 -1.590
C -0.429 1.406 -0.723
H -1.557 -0.605 1.973
H 1.512 -1.728 1.744
H -1.729 -0.136 -1.749
H 0.385 0.175 -2.230
H 0.435 2.119 -1.041
H -1.128 2.127 -0.104
N 0.879 -0.939 1.687
N -0.352 0.157 -0.092
S -0.600 -1.546 2.488
S 2.246 -0.730 -0.729

Results
Net charge ... 0
Structure (SMILES) ... S=C(NS)N1CC1

[3]
Here is the molecule C6H10N2O in a non-equilibrium geometry from the Open Molecules 2025 dataset. Energies are from ωB97M-V with the def2-TZVPD basis set.

Element x y z (Å)
C -1.717 -0.372 -1.221
C -1.234 -1.576 -1.171
C -1.062 0.776 -0.650
C -0.097 -2.114 -0.381
C 0.195 0.910 -0.198
C 0.249 -1.724 0.840
N 1.609 1.983 1.515
N 0.655 1.990 0.501
O -0.340 -0.865 1.631
H -2.508 -0.092 -1.920
H -1.550 -2.344 -1.838
H -1.693 1.666 -0.474
H 0.486 -2.961 -0.876
H 1.132 0.277 -0.409
H 1.003 -2.299 1.375
H 2.572 2.244 1.440
H 1.726 1.028 1.728
H -0.098 2.545 0.618
H -0.847 -0.263 1.025

Results
Net charge ... 0
Structure (SMILES) ... NN/C=C/C=C\C=C/O

It is found that the E_LUMO values, taken in the order of the records, are -0.17025 -0.00679 0.03257 hartree.